Record 1
{"formula": "H2N6O", "method": "ωB97M-V with the def2-TZVPD basis set", "total_charge": 0, "lumo_ev": 0.6, "gap_ev": 9.79, "de_lowest_kcal_mol": 0.0, "energy_ev": -11015.364, "symbols": ["N", "N", "N", "N", "N", "N", "O", "H", "H"], "coordinates": [[1.044, -0.655, -3.439], [2.091, 3.216, -1.170], [1.000, -0.024, -2.507], [1.809, 3.620, -2.148], [1.038, 0.734, -1.540], [0.355, 0.367, -0.343], [2.450, 2.945, -0.123], [0.012, -0.561, -0.529], [1.053, 0.238, 0.364]], "forces_ev_per_a": [[-0.15, 0.09, -0.17], [-0.02, 1.18, -1.00], [-0.07, -0.33, 0.87], [-1.03, 0.64, -2.91], [0.76, 1.01, -0.58], [-0.63, -0.65, -0.89], [1.10, -1.64, 3.90], [-0.63, -0.51, 0.38], [0.66, 0.20, 0.40]], "lowdin_charge": [0.20, -0.37, -0.22, 0.22, -0.08, 0.03, 0.09, 0.06, 0.06]}



Record 2
{"formula": "H2NO2P", "method": "ωB97M-V with the def2-TZVPD basis set", "total_charge": 0, "lumo_ev": -1.7, "gap_ev": 7.47, "smiles": "O=NOP", "de_lowest_kcal_mol": 126.2, "energy_ev": -14901.293, "symbols": ["O", "N", "O", "P", "H", "H"], "coordinates": [[-1.006, -2.311, -0.338], [-0.165, -1.828, -0.982], [-0.007, -0.287, -0.327], [0.563, 0.714, 0.769], [-0.465, 1.636, 0.632], [1.081, 2.076, 0.245]], "forces_ev_per_a": [[3.41, 1.30, -3.09], [-3.24, -0.27, 4.10], [-0.39, -1.22, -2.35], [0.92, 2.08, 1.04], [-1.49, -0.08, 0.81], [0.78, -1.81, -0.50]], "lowdin_charge": [0.10, 0.14, -0.65, 0.66, -0.15, -0.11]}



Record 3
{"formula": "H2NO2S", "method": "ωB97M-V with the def2-TZVPD basis set", "total_charge": -1, "lumo_ev": [4.3, 2.7], "gap_ev": [9.21, 4.06], "de_lowest_kcal_mol": 45.5, "energy_ev": -16451.483, "symbols": ["N", "O", "O", "S", "H", "H"], "coordinates": [[2.179, -0.419, 0.360], [-2.172, 1.379, -0.484], [-1.977, -1.120, -0.587], [-1.447, 0.159, -0.074], [1.611, -0.076, -0.375], [1.807, 0.077, 1.160]], "forces_ev_per_a": [[1.00, -0.74, 0.78], [-0.50, 0.70, -0.45], [-0.47, -0.67, -0.44], [1.05, -0.07, 0.95], [-0.89, 0.58, -1.24], [-0.19, 0.20, 0.40]], "lowdin_charge": [0.05, -0.69, -0.68, 0.50, -0.11, -0.07]}



Record 4
{"formula": "H2NO3S", "method": "ωB97M-V with the def2-TZVPD basis set", "total_charge": -1, "lumo_ev": [3.9, 3.9], "gap_ev": [6.56, 6.57], "de_lowest_kcal_mol": 83.8, "energy_ev": -18498.631, "symbols": ["N", "O", "O", "O", "S", "H", "H"], "coordinates": [[-0.905, 0.157, -0.175], [1.421, -1.326, -0.275], [1.870, 0.646, 0.957], [-2.065, 0.818, -0.620], [1.448, 0.105, -0.345], [-0.968, 0.481, 0.817], [-0.802, -0.881, -0.359]], "forces_ev_per_a": [[-0.40, 1.06, 0.92], [-0.32, -2.21, -0.60], [-0.33, 0.53, -0.59], [1.13, -0.97, -0.76], [-0.28, 1.95, 1.02], [1.02, -1.53, -0.63], [-0.82, 1.16, 0.63]], "lowdin_charge": [-0.29, -0.54, -0.56, -0.45, 0.71, 0.08, 0.06]}



Copy entry 4 word for word.
{"formula": "H2NO3S", "method": "ωB97M-V with the def2-TZVPD basis set", "total_charge": -1, "lumo_ev": [3.9, 3.9], "gap_ev": [6.56, 6.57], "de_lowest_kcal_mol": 83.8, "energy_ev": -18498.631, "symbols": ["N", "O", "O", "O", "S", "H", "H"], "coordinates": [[-0.905, 0.157, -0.175], [1.421, -1.326, -0.275], [1.870, 0.646, 0.957], [-2.065, 0.818, -0.620], [1.448, 0.105, -0.345], [-0.968, 0.481, 0.817], [-0.802, -0.881, -0.359]], "forces_ev_per_a": [[-0.40, 1.06, 0.92], [-0.32, -2.21, -0.60], [-0.33, 0.53, -0.59], [1.13, -0.97, -0.76], [-0.28, 1.95, 1.02], [1.02, -1.53, -0.63], [-0.82, 1.16, 0.63]], "lowdin_charge": [-0.29, -0.54, -0.56, -0.45, 0.71, 0.08, 0.06]}